No. 1
{
  "formula": "C49H59CaF5N4O2P2Si",
  "method": "ωB97M-V/def2-TZVPD",
  "charge": -2,
  "orbital_gap_ev": 6.00,
  "lumo_energy_ev": 3.8,
  "symbols": ["Ca", "C", "Si", "C", "C", "C", "C", "C", "C", "P", "C", "C", "C", "C", "C", "C", "C", "C", "C", "C", "C", "C", "C", "C", "C", "C", "C", "C", "P", "C", "C", "C", "C", "C", "C", "C", "C", "C", "C", "C", "C", "H", "H", "H", "H", "H", "H", "H", "H", "H", "H", "H", "H", "H", "H", "H", "H", "H", "H", "H", "H", "H", "H", "H", "H", "H", "H", "H", "H", "H", "H", "H", "H", "H", "H", "H", "H", "H", "H", "H", "H", "H", "H", "H", "H", "H", "H", "H", "H", "H", "H", "H", "H", "H", "H", "H", "N", "C", "C", "O", "O", "H", "H", "H", "H", "F", "C", "C", "C", "F", "C", "F", "C", "F", "C", "F", "N", "C", "C", "C", "N", "C", "N"],
  "coordinates": [[-1.592, -1.845, 1.329], [-0.169, -3.404, -1.823], [-0.499, -1.581, -1.197], [-1.919, -1.017, -2.369], [-2.532, -1.902, -3.251], [-3.585, -1.521, -4.060], [-4.093, -0.238, -3.957], [-3.531, 0.649, -3.055], [-2.436, 0.282, -2.281], [-1.520, 1.415, -1.167], [-0.632, 2.430, -2.504], [-1.466, 3.363, -3.369], [-0.642, 3.900, -4.542], [0.772, 4.308, -4.103], [0.831, 4.513, -2.593], [0.533, 3.202, -1.864], [-2.830, 2.526, -0.351], [-3.868, 3.426, -1.059], [-3.794, 4.887, -0.608], [-3.981, 5.027, 0.902], [-3.166, 3.965, 1.659], [-2.120, 3.322, 0.753], [1.002, -0.932, -2.261], [0.857, -0.746, -3.636], [1.935, -0.521, -4.468], [3.215, -0.488, -3.935], [3.384, -0.641, -2.573], [2.290, -0.858, -1.735], [2.500, -0.864, 0.099], [3.962, -2.075, 0.257], [4.208, -2.424, 1.731], [3.172, -3.373, 2.359], [2.351, -4.099, 1.301], [3.300, -4.553, 0.205], [3.777, -3.342, -0.599], [3.262, 0.915, 0.082], [2.407, 1.779, 1.008], [2.837, 1.632, 2.460], [4.298, 2.029, 2.638], [5.195, 1.160, 1.763], [4.746, 1.206, 0.306], [0.083, -3.477, -2.882], [-1.027, -4.039, -1.625], [0.666, -3.821, -1.267], [-2.170, -2.917, -3.314], [-4.016, -2.224, -4.763], [-4.936, 0.068, -4.568], [-3.979, 1.626, -2.957], [-0.216, 1.650, -3.154], [-1.817, 4.201, -2.768], [-2.331, 2.836, -3.767], [-1.167, 4.757, -4.974], [-0.577, 3.133, -5.317], [1.073, 5.224, -4.620], [1.487, 3.528, -4.373], [0.105, 5.277, -2.310], [1.818, 4.882, -2.302], [0.314, 3.420, -0.817], [1.419, 2.565, -1.876], [-3.394, 1.735, 0.157], [-4.866, 3.049, -0.819], [-3.773, 3.409, -2.144], [-4.570, 5.464, -1.123], [-2.829, 5.320, -0.888], [-5.037, 4.916, 1.154], [-3.680, 6.038, 1.201], [-3.832, 3.170, 2.002], [-2.698, 4.409, 2.544], [-1.494, 2.642, 1.333], [-1.455, 4.081, 0.335], [-0.135, -0.793, -4.062], [1.787, -0.391, -5.534], [4.071, -0.333, -4.581], [4.387, -0.594, -2.166], [4.855, -1.556, -0.108], [4.214, -1.501, 2.311], [5.207, -2.868, 1.811], [2.502, -2.820, 3.010], [3.698, -4.106, 2.981], [1.587, -3.433, 0.888], [1.839, -4.948, 1.754], [2.818, -5.273, -0.460], [4.150, -5.058, 0.676], [3.052, -3.140, -1.390], [4.724, -3.595, -1.088], [3.038, 1.237, -0.942], [1.365, 1.473, 0.890], [2.485, 2.830, 0.700], [2.700, 0.594, 2.754], [2.207, 2.256, 3.097], [4.585, 1.923, 3.687], [4.425, 3.080, 2.360], [5.172, 0.132, 2.122], [6.231, 1.512, 1.827], [5.366, 0.534, -0.292], [4.929, 2.220, -0.067], [-1.288, 0.387, 2.857], [-2.644, 0.478, 3.356], [-3.642, 0.181, 2.192], [-4.780, 0.637, 2.301], [-3.169, -0.452, 1.220], [-0.644, 0.930, 3.420], [-1.264, 0.721, 1.897], [-2.902, 1.464, 3.780], [-2.799, -0.278, 4.137], [1.078, -0.981, 3.276], [0.345, -1.821, 4.061], [-0.692, -2.531, 3.484], [-1.367, -3.343, 4.383], [-2.435, -4.048, 3.932], [-1.037, -3.487, 5.729], [-1.721, -4.312, 6.559], [0.026, -2.752, 6.238], [0.382, -2.866, 7.543], [0.716, -1.891, 5.398], [1.733, -1.131, 5.889], [-2.552, -4.037, 0.791], [-3.254, -4.954, 0.898], [-4.071, -6.057, 0.968], [-3.701, -7.235, 1.604], [-3.452, -8.255, 2.089], [-5.322, -6.058, 0.366], [-6.364, -6.118, -0.133]]
}


No. 2
{
  "formula": "C49H59Cl5F3MnNP2Si",
  "method": "ωB97M-V/def2-TZVPD",
  "charge": 1,
  "orbital_gap_ev": [7.55, 8.04],
  "multiplicity": 5,
  "s2": 6.356,
  "lumo_energy_ev": [-3.3, -2.5],
  "symbols": ["Mn", "C", "Si", "C", "C", "C", "C", "C", "C", "P", "C", "C", "C", "C", "C", "C", "C", "C", "C", "C", "C", "C", "C", "C", "C", "C", "C", "C", "P", "C", "C", "C", "C", "C", "C", "C", "C", "C", "C", "C", "C", "H", "H", "H", "H", "H", "H", "H", "H", "H", "H", "H", "H", "H", "H", "H", "H", "H", "H", "H", "H", "H", "H", "H", "H", "H", "H", "H", "H", "H", "H", "H", "H", "H", "H", "H", "H", "H", "H", "H", "H", "H", "H", "H", "H", "H", "H", "H", "H", "H", "H", "H", "H", "H", "H", "H", "Cl", "C", "C", "C", "Cl", "C", "Cl", "C", "Cl", "C", "Cl", "F", "C", "F", "F", "C", "C", "C", "N", "C", "C", "H", "H", "H", "H"],
  "coordinates": [[0.141, 0.851, -0.717], [-1.145, -0.520, -3.868], [-0.401, -1.070, -2.231], [-1.515, -2.213, -1.224], [-1.627, -3.564, -1.556], [-2.376, -4.432, -0.778], [-3.036, -3.958, 0.350], [-2.947, -2.617, 0.689], [-2.189, -1.742, -0.086], [-2.029, 0.046, 0.228], [-3.592, 0.876, -0.310], [-4.911, 0.269, 0.224], [-5.550, -0.806, -0.658], [-5.651, -0.370, -2.113], [-4.260, -0.034, -2.631], [-3.654, 1.114, -1.830], [-1.770, 0.548, 2.005], [-0.681, -0.277, 2.711], [-1.201, -1.489, 3.477], [-2.317, -1.097, 4.444], [-3.456, -0.375, 3.728], [-2.942, 0.838, 2.957], [1.169, -1.998, -2.659], [1.215, -2.793, -3.808], [2.337, -3.546, -4.111], [3.438, -3.506, -3.266], [3.415, -2.712, -2.130], [2.286, -1.950, -1.816], [2.135, -0.911, -0.315], [2.173, -2.131, 1.079], [1.051, -3.166, 0.915], [1.018, -4.144, 2.089], [2.370, -4.815, 2.310], [3.465, -3.768, 2.488], [3.520, -2.836, 1.279], [3.645, 0.167, -0.173], [4.939, -0.236, -0.887], [5.880, 0.973, -0.908], [6.033, 1.640, 0.480], [5.401, 0.790, 1.577], [3.912, 0.579, 1.304], [-1.678, -1.346, -4.351], [-0.335, -0.211, -4.536], [-1.848, 0.309, -3.779], [-1.098, -3.955, -2.421], [-2.441, -5.481, -1.042], [-3.620, -4.632, 0.963], [-3.476, -2.256, 1.560], [-3.469, 1.856, 0.160], [-5.621, 1.098, 0.318], [-4.778, -0.121, 1.233], [-6.537, -1.040, -0.253], [-4.971, -1.731, -0.615], [-6.298, 0.511, -2.199], [-6.107, -1.158, -2.714], [-4.292, 0.246, -3.687], [-3.627, -0.926, -2.563], [-4.265, 2.008, -1.999], [-2.658, 1.358, -2.196], [-1.313, 1.521, 1.798], [-0.193, 0.393, 3.426], [0.095, -0.564, 1.999], [-0.372, -1.931, 4.033], [-1.552, -2.263, 2.789], [-1.907, -0.434, 5.215], [-2.693, -1.980, 4.962], [-4.205, -0.046, 4.450], [-3.972, -1.070, 3.061], [-2.549, 1.550, 3.693], [-3.751, 1.359, 2.447], [0.363, -2.823, -4.482], [2.358, -4.158, -5.004], [4.322, -4.088, -3.496], [4.291, -2.682, -1.500], [1.966, -1.544, 1.980], [1.207, -3.720, -0.019], [0.082, -2.671, 0.822], [0.237, -4.888, 1.917], [0.738, -3.603, 2.998], [2.612, -5.446, 1.447], [2.325, -5.476, 3.178], [4.437, -4.245, 2.627], [3.271, -3.182, 3.394], [3.742, -3.438, 0.394], [4.329, -2.111, 1.390], [3.316, 1.067, -0.696], [4.733, -0.539, -1.913], [5.415, -1.087, -0.391], [5.483, 1.697, -1.625], [6.851, 0.663, -1.297], [5.554, 2.625, 0.480], [7.085, 1.815, 0.703], [5.520, 1.267, 2.552], [5.917, -0.173, 1.644], [3.387, 1.511, 1.506], [3.515, -0.144, 2.016], [1.314, 2.024, -2.564], [1.809, 2.979, -1.120], [1.273, 2.518, 0.063], [1.644, 3.256, 1.173], [0.994, 2.810, 2.727], [2.506, 4.353, 1.100], [2.937, 5.232, 2.510], [3.030, 4.742, -0.139], [4.103, 6.075, -0.249], [2.672, 4.046, -1.293], [3.280, 4.483, -2.832], [-3.484, 7.595, -2.235], [-3.009, 7.260, -1.032], [-2.072, 8.156, -0.696], [-4.008, 7.373, -0.148], [-2.438, 5.865, -1.023], [-2.080, 5.285, 0.184], [-1.535, 4.014, 0.162], [-1.357, 3.312, -0.961], [-1.701, 3.890, -2.110], [-2.241, 5.164, -2.196], [-2.212, 5.810, 1.122], [-1.214, 3.543, 1.085], [-1.527, 3.315, -3.013], [-2.499, 5.590, -3.156]]
}


Calculated relative energy (zero: lowest compared OMol25 entry of this formula, charge and spin), 237.04; 0.00 kJ/mol (same order as the records).